(w)
Computed, not measured: a 2-piece molecular cluster, C4H12NO2 overall, with ωB97M-V/def2-TZVPD.

Results
frontier orbital gap = 6.55 eV
E_HOMO = -0.100 Eh

The geometry in ORCA input format:
```
! wB97M-V def2-TZVPD RIJCOSX def2/J DEFGRID3
* xyz -1 1
C -1.78 -0.15 -0.23
O -2.10 0.81 -1.11
C -0.33 -0.68 -0.44
C 0.09 -1.64 0.66
C 1.58 -2.01 0.64
N 0.48 0.56 -0.45
H -2.50 -0.98 -0.25
H -1.75 0.24 0.83
H -0.49 -1.13 -1.42
H -0.51 -2.54 0.49
H -0.17 -1.24 1.64
H 1.76 -2.72 1.45
H 1.89 -2.34 -0.36
H 2.23 -1.18 0.94
H -0.23 1.20 -0.86
H 1.18 0.43 -1.18
H 0.73 2.46 1.06
H 1.85 1.99 0.33
O 1.57 2.81 0.71
*
```

Atom charges from the natural (NBO) analysis, given in e for atoms 1 to 2: -0.0115, -0.9526



(x)
Computed, not measured: a 2-piece molecular cluster, C4H12NO2 overall, with ωB97M-V/def2-TZVPD.

Results
frontier orbital gap = 7.77 eV
E_HOMO = -0.128 Eh

The geometry in ORCA input format:
```
! wB97M-V def2-TZVPD RIJCOSX def2/J DEFGRID3
* xyz -1 1
C 2.11 1.15 -0.55
O 0.99 0.43 -0.19
C 3.00 0.38 -1.52
H 1.85 2.10 -1.02
H 2.73 1.40 0.34
H -0.02 0.55 0.95
H 2.44 0.16 -2.44
H 3.88 0.97 -1.82
H 3.37 -0.56 -1.11
C -1.57 -1.96 -0.04
N -1.89 -0.57 -0.32
C -2.01 0.20 0.90
O -0.81 0.39 1.64
H -0.68 -2.10 0.58
H -1.39 -2.47 -0.99
H -2.42 -2.46 0.46
H -1.06 -0.19 -0.79
H -2.68 -0.30 1.61
H -2.46 1.17 0.66
*
```

Atom charges from the natural (NBO) analysis, given in e for atoms 1 to 2: -0.0222, -0.9722



(y)
Computed, not measured: a 2-piece molecular cluster, C4H12NO2 overall, with ωB97M-V/def2-TZVPD.

Results
frontier orbital gap = 7.74 eV
E_HOMO = -0.130 Eh

The geometry in ORCA input format:
```
! wB97M-V def2-TZVPD RIJCOSX def2/J DEFGRID3
* xyz -1 1
N -1.97 -2.12 1.98
C -0.57 -1.79 1.65
O -0.46 -0.90 0.62
H -2.46 -2.55 1.20
H -2.39 -1.23 2.21
H -0.16 -1.45 2.61
H -0.07 -2.76 1.43
C 0.61 2.08 -0.16
C 1.25 1.00 -1.04
C 0.23 0.57 -2.10
O 1.77 -0.06 -0.26
H 1.28 2.43 0.64
H -0.27 1.63 0.32
H 0.27 2.95 -0.73
H 2.17 1.41 -1.49
H -0.21 1.39 -2.67
H -0.59 0.04 -1.62
H 0.64 -0.13 -2.83
H 0.94 -0.51 0.24
*
```

Atom charges from the natural (NBO) analysis, given in e for atoms 1 to 2: -0.8947, 0.1217



Name the least stable of them. (w).



(w)
Computed, not measured: C33H28INO4SSeTi as an isolated structure, with ωB97M-V/def2-TZVPD.

Results
frontier orbital gap = 7.41 eV
E_HOMO = -0.304 Eh

The geometry in ORCA input format:
```
! wB97M-V def2-TZVPD RIJCOSX def2/J DEFGRID3
* xyz 0 1
Ti -0.18 0.78 -0.32
C 3.38 2.22 3.21
C 2.94 0.79 3.48
C 3.44 0.31 4.84
C 1.44 0.62 3.38
C 0.88 -0.43 2.65
C -0.50 -0.62 2.61
C -1.36 0.23 3.30
C -2.85 0.07 3.25
C -0.80 1.29 4.01
C 0.57 1.48 4.05
H 4.47 2.28 3.11
H 3.10 2.88 4.03
H 2.93 2.63 2.30
H 3.39 0.14 2.71
H 3.00 0.91 5.64
H 4.52 0.40 4.91
H 3.17 -0.73 5.02
H 1.53 -1.12 2.12
H -0.89 -1.48 2.07
H -3.26 0.50 2.34
H -3.32 0.57 4.10
H -3.14 -0.99 3.29
H -1.45 1.98 4.53
H 0.97 2.31 4.61
I 3.07 1.04 -0.13
C 3.07 -0.46 -1.58
C 4.16 -0.63 -2.39
C 4.22 -1.72 -3.27
C 3.22 -2.65 -3.26
C 2.09 -2.49 -2.41
C 1.11 -3.51 -2.35
C 0.05 -3.38 -1.50
C -0.11 -2.18 -0.78
C 0.77 -1.11 -0.83
C 1.96 -1.34 -1.60
H 4.99 0.07 -2.33
H 5.08 -1.84 -3.91
H 3.27 -3.52 -3.89
H 1.23 -4.40 -2.96
H -0.69 -4.16 -1.40
H -1.02 -2.10 -0.19
S -3.56 -0.21 -3.52
C -4.15 -0.99 -2.09
C -5.37 -1.64 -1.88
C -5.62 -2.17 -0.64
C -4.68 -2.06 0.39
C -3.47 -1.43 0.19
C -3.20 -0.88 -1.07
N -2.04 -0.23 -1.44
C -2.10 0.18 -2.67
C -1.02 0.99 -3.23
C -0.95 1.32 -4.58
C 0.08 2.13 -5.02
C 1.01 2.62 -4.11
C 0.92 2.29 -2.76
C -0.08 1.44 -2.30
H -6.10 -1.71 -2.68
H -6.56 -2.67 -0.45
H -4.90 -2.48 1.36
H -2.76 -1.33 0.99
H -1.69 0.95 -5.28
H 0.16 2.39 -6.07
H 1.80 3.28 -4.45
H 1.62 2.73 -2.07
O -1.84 1.53 0.37
Se -1.25 3.13 0.62
O -1.40 3.60 2.12
O 0.35 2.50 0.34
O -1.68 4.08 -0.57
*
```

Atom charges from the natural (NBO) analysis, given in e for atoms 1 to 2: 1.8521, -0.6050



(x)
Computed, not measured: C33H28INO4SSeTi as an isolated structure, with ωB97M-V/def2-TZVPD.

Results
frontier orbital gap = 7.33 eV
E_HOMO = -0.304 Eh

The geometry in ORCA input format:
```
! wB97M-V def2-TZVPD RIJCOSX def2/J DEFGRID3
* xyz 0 1
Ti -0.40 1.10 0.86
C 4.86 -0.57 1.16
C 4.03 -1.84 1.03
C 4.81 -3.04 1.58
C 2.66 -1.76 1.69
C 2.30 -0.72 2.54
C 1.06 -0.72 3.18
C 0.12 -1.72 2.94
C -1.22 -1.71 3.62
C 0.48 -2.75 2.08
C 1.74 -2.78 1.49
H 5.78 -0.67 0.59
H 5.13 -0.39 2.20
H 4.33 0.32 0.80
H 3.85 -2.02 -0.04
H 5.01 -2.90 2.65
H 5.78 -3.13 1.07
H 4.27 -3.97 1.46
H 2.98 0.09 2.75
H 0.84 0.07 3.89
H -1.99 -1.29 2.97
H -1.20 -1.10 4.52
H -1.53 -2.72 3.89
H -0.22 -3.55 1.88
H 1.99 -3.61 0.84
I 2.04 1.14 -0.93
C 0.71 1.82 -2.41
C 1.14 1.77 -3.70
C 0.38 2.39 -4.71
C -0.74 3.09 -4.37
C -1.19 3.16 -3.03
C -2.31 3.95 -2.69
C -2.73 4.03 -1.40
C -2.10 3.24 -0.40
C -1.04 2.42 -0.68
C -0.50 2.45 -2.00
H 2.07 1.28 -3.95
H 0.71 2.34 -5.74
H -1.31 3.63 -5.13
H -2.81 4.50 -3.48
H -3.56 4.66 -1.12
H -2.51 3.29 0.60
S -2.66 -1.31 -2.39
C -1.05 -1.85 -2.66
C -0.58 -2.63 -3.72
C 0.73 -3.04 -3.69
C 1.55 -2.71 -2.61
C 1.08 -1.92 -1.57
C -0.23 -1.45 -1.60
N -0.88 -0.65 -0.64
C -2.17 -0.59 -0.91
C -3.10 0.01 0.02
C -4.48 -0.15 -0.09
C -5.30 0.38 0.88
C -4.73 1.06 1.95
C -3.35 1.23 2.04
C -2.50 0.71 1.07
H -1.24 -2.91 -4.53
H 1.13 -3.65 -4.49
H 2.57 -3.07 -2.57
H 1.71 -1.71 -0.72
H -4.90 -0.71 -0.92
H -6.37 0.26 0.82
H -5.37 1.47 2.73
H -2.94 1.78 2.88
O 0.82 2.66 1.35
Se 0.33 2.86 2.96
O -0.51 4.18 3.22
O -0.73 1.51 2.71
O 1.49 2.45 3.97
*
```

Atom charges from the natural (NBO) analysis, given in e for atoms 1 to 2: 1.8683, -0.6018



Name the least stable of them. (x).



(w)
Computed, not measured: a 2-piece molecular cluster, C8H14 overall, with ωB97M-V/def2-TZVPD.

Results
frontier orbital gap = 6.61 eV
E_HOMO = -0.273 Eh

The geometry in ORCA input format:
```
! wB97M-V def2-TZVPD RIJCOSX def2/J DEFGRID3
* xyz 0 1
C -2.38 -2.66 -0.68
C -1.14 -1.80 -0.95
C -1.33 -0.31 -0.57
C -0.08 0.46 -0.73
C 0.98 -0.21 1.36
C 0.73 0.76 0.43
C 1.45 2.04 0.35
C 2.53 2.40 1.04
H -2.79 -2.54 0.34
H -3.27 -2.46 -1.28
H -2.15 -3.73 -0.77
H -0.36 -2.22 -0.33
H -0.78 -1.98 -1.98
H -2.08 0.06 -1.27
H -1.72 -0.31 0.45
H 0.36 0.84 -1.66
H -1.20 2.45 -0.38
H 0.15 -0.90 1.49
H 1.99 -0.46 1.66
H 1.17 2.78 -0.39
H 3.28 3.13 0.74
H 2.95 1.77 1.82
*
```

Atom charges from the natural (NBO) analysis, given in e for atoms 1 to 2: -0.6112, -0.3963



(x)
Computed, not measured: one molecule with the formula C8H14, with ωB97M-V/def2-TZVPD.

Results
frontier orbital gap = 9.83 eV
E_HOMO = -0.322 Eh
SMILES string = C=CC(=C)CCCC

The geometry in ORCA input format:
```
! wB97M-V def2-TZVPD RIJCOSX def2/J DEFGRID3
* xyz 0 1
C 1.74 1.60 -1.42
C 1.33 0.47 -1.97
C 0.12 -0.34 -1.61
C -0.16 -1.32 -2.47
C -0.69 0.09 -0.37
C -0.14 -0.93 0.71
C -0.02 -0.27 2.12
C -1.39 0.34 2.59
H 2.70 2.10 -1.54
H 1.20 2.14 -0.64
H 1.88 0.10 -2.84
H -1.06 -1.92 -2.47
H 0.49 -1.53 -3.30
H -0.45 1.11 -0.08
H -1.71 0.16 -0.72
H 0.91 -0.96 0.41
H -0.71 -1.85 0.79
H 0.58 0.62 1.93
H 0.54 -0.83 2.85
H -2.03 0.28 1.72
H -1.84 -0.38 3.30
H -1.31 1.34 3.00
*
```

Atom charges from the natural (NBO) analysis, given in e for atoms 1 to 2: -0.3974, -0.2084



(y)
Computed, not measured: one molecule with the formula C8H14, with ωB97M-V/def2-TZVPD.

Results
frontier orbital gap = 9.85 eV
E_HOMO = -0.324 Eh
SMILES string = C=C(CC)/C(C)=C\C

The geometry in ORCA input format:
```
! wB97M-V def2-TZVPD RIJCOSX def2/J DEFGRID3
* xyz 0 1
C -1.83 -0.25 -0.90
C -0.73 0.05 -0.24
C -0.68 1.19 0.78
C -0.37 2.52 0.13
C 0.54 -0.71 -0.48
C 1.25 -0.36 -1.77
C 1.11 -1.50 0.43
C 0.45 -1.96 1.70
H -2.69 0.42 -0.85
H -1.86 -1.12 -1.55
H -1.63 1.15 1.31
H -0.04 0.82 1.59
H 0.68 2.66 -0.10
H -0.57 3.38 0.79
H -1.03 2.65 -0.72
H 1.27 -1.16 -2.51
H 0.72 0.47 -2.24
H 2.32 -0.12 -1.71
H 2.15 -1.77 0.26
H -0.35 -2.67 1.48
H 0.10 -1.16 2.35
H 1.18 -2.53 2.27
*
```

Atom charges from the natural (NBO) analysis, given in e for atoms 1 to 2: -0.4061, 0.0124



(z)
Computed, not measured: one molecule with the formula C8H14, with ωB97M-V/def2-TZVPD.

Results
frontier orbital gap = 9.43 eV
E_HOMO = -0.303 Eh
SMILES string = C/C=C/C=C/CCC

The geometry in ORCA input format:
```
! wB97M-V def2-TZVPD RIJCOSX def2/J DEFGRID3
* xyz 0 1
C -4.36 0.34 0.51
C -2.95 0.25 0.97
C -1.84 0.30 0.24
C -0.53 -0.15 0.77
C 0.56 -0.15 0.00
C 1.91 -0.53 0.60
C 3.08 0.03 -0.26
C 2.97 -0.17 -1.81
H -4.50 0.54 -0.54
H -4.87 1.23 0.96
H -4.87 -0.55 0.88
H -2.82 0.12 2.05
H -1.75 0.45 -0.84
H -0.55 -0.70 1.70
H 0.52 0.24 -0.99
H 2.05 -0.22 1.62
H 2.04 -1.62 0.55
H 3.97 -0.42 0.20
H 3.19 1.10 -0.13
H 2.26 -0.86 -2.25
H 3.99 -0.03 -2.15
H 2.51 0.79 -2.10
*
```

Atom charges from the natural (NBO) analysis, given in e for atoms 1 to 2: -0.6444, -0.1637



Name the least stable of them. (w).